1.
{
  "formula": "C11H17CuN2OS2",
  "method": "wB97M-V/def2-TZVPD",
  "symbols": ["Cu", "S", "S", "O", "N", "N", "C", "C", "C", "C", "C", "C", "C", "C", "C", "C", "C", "H", "H", "H", "H", "H", "H", "H", "H", "H", "H", "H", "H", "H", "H", "H", "H", "H"],
  "xyz": [[-0.551, 0.740, -0.208], [-1.677, -1.207, 0.233], [-0.203, 0.255, -2.384], [-0.941, 3.483, 0.188], [1.215, 0.605, 0.919], [1.225, 0.169, 2.185], [2.848, 1.485, -0.693], [2.450, 0.202, 2.740], [-1.467, 2.394, 0.215], [-1.827, -1.755, -1.429], [-1.228, -1.167, -2.491], [-2.950, 2.288, 0.568], [2.462, 0.940, 0.640], [3.284, 0.706, 1.768], [2.717, -0.250, 4.137], [-2.719, -2.966, -1.594], [-1.412, -1.711, -3.901], [2.591, 0.778, -1.483], [3.776, -0.136, 4.362], [-0.845, -1.101, -4.601], [-3.469, 1.752, -0.227], [-1.053, -2.742, -3.986], [2.292, 2.400, -0.905], [-2.460, -1.697, -4.216], [-2.773, -3.309, -2.627], [-3.384, 3.281, 0.722], [2.450, -1.299, 4.274], [2.150, 0.340, 4.859], [-3.733, -2.738, -1.252], [0.369, -0.207, 2.560], [3.916, 1.698, -0.717], [-3.045, 1.681, 1.470], [-2.356, -3.790, -0.973], [4.346, 0.878, 1.847]],
  "forces_ev_per_angstrom": [[0.1, -0.3, -0.1], [-0.2, -0.1, 0.2], [0.0, 0.0, -0.2], [0.1, 0.0, 0.0], [0.3, 0.3, 0.0], [-0.2, -0.1, 0.1], [-0.1, 0.0, 0.0], [0.0, 0.0, 0.0], [-0.2, 0.2, 0.1], [0.0, 0.0, -0.1], [-0.1, 0.0, 0.0], [0.0, 0.0, 0.0], [0.1, 0.0, 0.2], [0.1, 0.0, -0.1], [0.0, 0.0, 0.0], [0.1, 0.1, 0.0], [0.0, 0.1, 0.1], [0.0, 0.0, 0.0], [0.0, 0.0, 0.0], [0.0, 0.0, 0.0], [0.0, 0.0, 0.0], [0.0, 0.0, 0.0], [0.0, 0.0, 0.0], [0.0, 0.0, 0.0], [0.0, 0.0, 0.0], [0.0, 0.0, 0.0], [0.0, 0.0, 0.0], [0.0, 0.0, 0.0], [0.0, 0.0, 0.0], [0.0, 0.0, 0.0], [0.0, 0.0, 0.0], [0.0, 0.0, 0.0], [0.0, 0.0, 0.0], [0.0, 0.0, 0.0]],
  "gap_ev": [5.4, 5.5],
  "multiplicity": 2,
  "total_charge": -1,
  "relative_energy_kj_mol": 0.00
}

***

2.
{
  "formula": "C11H17F2NO10S",
  "method": "wB97M-V/def2-TZVPD",
  "symbols": ["S", "F", "F", "O", "O", "O", "O", "O", "O", "O", "O", "O", "O", "N", "C", "C", "C", "C", "C", "C", "C", "C", "C", "C", "C", "H", "H", "H", "H", "H", "H", "H", "H", "H", "H", "H", "H", "H", "H", "H", "H", "H"],
  "xyz": [[-0.989, 3.279, -0.402], [1.532, -3.368, 3.404], [4.078, -1.811, -6.358], [4.104, -2.190, -4.146], [-1.110, 3.121, -1.828], [0.293, 3.076, 0.224], [-1.020, -3.840, 6.536], [2.886, -1.166, -2.542], [1.877, -2.219, -4.253], [-0.728, -0.566, 1.159], [-0.464, -3.782, 4.356], [-0.059, -2.006, 5.640], [0.890, -1.849, 0.569], [0.117, -0.941, 0.365], [0.194, -1.593, 4.302], [-2.615, 4.604, 1.205], [-2.220, 2.283, 0.494], [-3.311, 3.258, 0.894], [0.249, -2.900, 3.531], [2.931, -1.787, -3.543], [0.232, -0.242, -0.928], [3.827, -2.745, -5.384], [-0.558, -3.258, 5.619], [-1.639, 4.884, 0.074], [2.343, -3.059, -5.306], [1.819, -2.838, -6.233], [0.334, -0.999, -1.698], [-2.135, 5.343, -0.780], [-3.818, 2.948, 1.810], [-3.325, 5.411, 1.369], [1.153, 0.335, -0.897], [2.154, -4.106, -5.067], [-0.169, -2.829, 2.535], [-4.077, 3.383, 0.128], [4.452, -3.610, -5.592], [-0.628, -0.987, 3.916], [-2.564, 1.472, -0.138], [-0.791, 5.502, 0.362], [1.111, -1.019, 4.211], [-1.681, 1.921, 1.365], [-0.607, 0.413, -1.119], [-2.065, 4.480, 2.144]],
  "forces_ev_per_angstrom": [[-0.2, 0.1, 0.1], [0.1, 0.0, 0.1], [0.0, 0.0, 0.0], [-0.1, 0.1, 0.3], [-0.1, -0.2, -0.1], [0.1, -0.1, 0.0], [-0.1, 0.0, 0.3], [-0.1, 0.1, 0.2], [0.0, -0.1, -0.1], [-0.1, 0.0, 0.1], [0.0, 0.2, -0.1], [0.0, 0.1, 0.0], [0.0, -0.1, 0.0], [-0.1, 0.1, 0.1], [0.0, 0.0, -0.6], [0.1, -0.4, 0.3], [0.1, 0.4, -0.1], [-0.2, 0.6, 0.5], [0.1, 0.1, 0.1], [0.5, -0.1, -0.1], [0.3, 0.1, -0.6], [-0.3, -0.2, -0.3], [0.1, -0.1, -0.4], [0.0, 0.3, 0.1], [-0.2, -0.2, -0.4], [0.1, 0.2, 0.1], [0.0, 0.0, 0.0], [0.0, -0.2, -0.1], [0.0, -0.3, -0.2], [0.0, 0.0, -0.2], [0.0, 0.0, 0.1], [0.1, 0.0, 0.2], [-0.2, -0.2, 0.0], [0.1, 0.0, -0.1], [0.2, 0.1, 0.2], [-0.1, 0.0, 0.2], [0.1, -0.1, 0.0], [0.0, 0.0, 0.0], [0.1, -0.1, 0.3], [0.0, -0.2, 0.0], [-0.1, -0.1, 0.3], [0.0, 0.0, -0.1]],
  "gap_ev": 10.8,
  "smiles": "O=C1OC[C@@H](F)O1.O=C1OC[C@@H](F)O1.C[N+](=O)[O-].O=S1(=O)CCCC1",
  "total_charge": 0
}

***

3.
{
  "formula": "C11H17HgN3O4",
  "method": "wB97M-V/def2-TZVPD",
  "symbols": ["Hg", "O", "O", "O", "O", "N", "N", "N", "C", "C", "C", "C", "C", "C", "C", "C", "C", "C", "C", "H", "H", "H", "H", "H", "H", "H", "H", "H", "H", "H", "H", "H", "H", "H", "H", "H"],
  "xyz": [[-0.234, 0.198, -1.802], [0.311, 3.638, 0.008], [3.368, 2.274, -1.464], [-0.154, 4.808, -2.765], [-3.964, 2.019, -1.672], [-0.892, -0.532, 1.695], [0.655, -0.714, -0.098], [1.180, -1.596, 1.957], [-0.201, 3.676, -2.924], [2.414, 1.700, -1.698], [-0.953, 0.055, 3.034], [-0.297, 0.735, -4.001], [-2.931, 1.641, -1.969], [0.296, -0.937, 1.161], [-2.055, -0.239, 0.867], [-0.384, -0.686, -3.926], [2.461, -2.023, 1.410], [0.784, -2.230, 3.206], [-0.039, 2.830, -0.735], [-0.266, -2.542, 3.183], [1.407, -3.118, 3.350], [-1.345, -1.191, -4.055], [3.034, -1.163, 1.035], [2.327, -2.757, 0.599], [0.660, 1.204, -4.254], [3.024, -2.510, 2.210], [-2.953, -0.623, 1.374], [1.565, -1.153, -0.263], [-1.972, -0.742, -0.100], [0.051, 0.226, 3.441], [-2.186, 0.841, 0.721], [-1.180, 1.337, -4.233], [0.943, -1.565, 4.065], [0.515, -1.291, -4.087], [-1.515, -0.598, 3.721], [-1.474, 1.026, 3.006]],
  "forces_ev_per_angstrom": [[0.9, -0.1, 1.0], [-1.2, -2.6, -2.5], [-2.0, -1.2, -0.5], [-0.2, -2.8, -0.5], [2.4, -0.8, -0.7], [0.4, 0.1, -0.6], [0.0, 0.1, -0.8], [-0.7, 0.4, -0.6], [0.1, 3.4, -0.6], [2.2, 1.1, 0.3], [-0.2, 0.0, 0.8], [-0.2, -2.0, -1.2], [-2.4, 0.7, 0.8], [0.1, -0.3, 1.4], [0.1, 0.0, 0.2], [0.1, 2.0, -1.3], [0.3, 0.0, -0.1], [-0.2, -0.2, 0.7], [1.0, 1.9, 3.6], [0.2, 0.1, -0.1], [-0.3, 0.2, 0.0], [0.2, 0.2, 0.4], [0.0, -0.2, 0.2], [0.1, 0.1, 0.2], [-0.2, -0.2, 0.5], [0.0, 0.3, -0.3], [0.2, 0.1, -0.2], [-0.7, 0.3, -0.5], [-0.2, -0.1, 0.1], [-0.4, 0.0, -0.2], [0.0, -0.1, 0.0], [0.2, -0.3, 0.5], [0.0, -0.3, -0.2], [-0.2, 0.2, 0.4], [0.2, 0.3, -0.2], [0.2, -0.3, -0.2]],
  "gap_ev": 7.6,
  "total_charge": 2
}

***

4.
{
  "formula": "C11H17IrNO",
  "method": "wB97M-V/def2-TZVPD",
  "symbols": ["Ir", "O", "N", "C", "C", "C", "C", "C", "C", "C", "C", "C", "C", "C", "H", "H", "H", "H", "H", "H", "H", "H", "H", "H", "H", "H", "H", "H", "H", "H", "H"],
  "xyz": [[-0.800, 0.042, 0.518], [0.756, -0.650, -0.831], [-1.079, -1.922, 1.717], [-0.225, 2.527, 0.520], [-3.844, 0.278, -0.858], [2.032, -1.149, -0.395], [2.954, -1.171, -1.617], [0.912, 0.837, 1.785], [-1.108, 2.106, 1.596], [-1.638, 0.539, -1.744], [-0.416, 1.087, 2.408], [1.789, -2.519, 0.222], [-2.993, 0.280, -2.059], [1.024, 1.761, 0.603], [-0.439, 3.241, -0.227], [2.721, -3.061, 0.513], [1.841, 1.782, -0.063], [3.933, -1.626, -1.351], [2.519, -0.477, 0.346], [1.227, -3.107, -0.551], [-2.733, 0.373, 1.634], [1.089, -2.385, 1.070], [-2.115, 2.416, 1.725], [3.128, -0.141, -2.013], [-4.205, -0.478, -0.034], [-0.825, 0.434, 3.137], [-1.114, 0.140, -2.488], [-4.689, 0.984, -1.289], [2.455, -1.789, -2.401], [-1.741, 1.600, -1.898], [1.586, 0.050, 2.027]],
  "forces_ev_per_angstrom": [[-0.7, -1.7, -0.3], [0.4, 0.1, 0.7], [0.3, 2.6, -1.8], [1.2, -2.8, 2.0], [-2.7, 0.4, -4.3], [-1.3, 0.6, -0.3], [-0.1, -0.2, -0.3], [-2.3, 2.4, -1.7], [2.3, -0.3, 0.1], [-1.4, -0.2, 2.2], [1.4, 0.6, -2.4], [-0.2, -0.5, -0.3], [-2.4, -1.1, 6.1], [-2.3, -0.2, 3.2], [-0.3, 0.5, -0.6], [-0.6, 0.3, -0.1], [0.5, 0.0, -0.7], [-0.5, 0.2, -0.2], [-0.2, -0.2, -0.1], [0.5, 0.3, 0.7], [1.4, -0.7, -1.2], [0.5, -0.3, -0.3], [-0.3, 0.3, 0.2], [-0.2, -0.8, 0.3], [1.6, 1.7, -1.8], [-0.3, 0.1, 0.9], [3.4, -1.4, -2.8], [0.4, -1.3, 1.5], [0.5, 0.5, 0.4], [0.9, 1.1, 0.7], [0.4, -0.1, 0.4]],
  "gap_ev": [6.2, 6.8],
  "multiplicity": 5,
  "total_charge": -1,
  "relative_energy_kj_mol": 310.37
}

***

5.
{
  "formula": "C11H17N2",
  "method": "wB97M-V/def2-TZVPD",
  "symbols": ["N", "N", "C", "C", "C", "C", "C", "C", "C", "C", "C", "C", "C", "H", "H", "H", "H", "H", "H", "H", "H", "H", "H", "H", "H", "H", "H", "H", "H", "H"],
  "xyz": [[-2.038, 1.079, -0.690], [0.676, 0.388, 1.435], [-0.176, 0.091, -1.536], [-2.188, -1.338, -1.242], [0.004, -2.273, -1.575], [1.288, -0.647, 3.662], [0.605, -1.058, -1.832], [0.411, -0.759, 2.427], [0.082, 1.484, -1.295], [-1.380, -2.444, -1.455], [-1.011, 2.006, -0.689], [-1.544, -0.101, -1.208], [1.228, 2.313, -1.784], [1.526, 2.070, -2.805], [-0.631, -0.572, 2.680], [1.540, 0.899, 1.627], [0.636, -3.142, -1.705], [0.718, 0.075, 0.453], [-0.040, 1.111, 1.474], [1.213, -1.599, 4.175], [1.478, -0.887, -2.451], [2.297, -0.353, 3.372], [1.041, 3.383, -1.792], [0.919, 0.153, 4.292], [-3.011, 1.339, -0.743], [2.125, 2.166, -1.169], [-1.170, 3.048, -0.448], [-1.828, -3.401, -1.685], [0.492, -1.638, 1.815], [-3.261, -1.393, -1.310]],
  "forces_ev_per_angstrom": [[0.1, 0.0, 0.2], [0.5, 0.2, 0.5], [-1.0, -0.5, 0.2], [0.4, -0.5, -1.0], [1.2, -0.7, -1.3], [-0.4, 0.2, -0.8], [-1.0, 1.3, 0.0], [-0.5, 1.5, -0.4], [0.6, 0.7, -0.6], [-0.6, 0.9, 0.3], [-0.7, 0.5, -1.1], [0.3, 0.1, 1.0], [1.0, -0.2, 0.4], [-0.2, -0.2, 0.0], [-0.1, -0.6, 0.1], [0.1, -0.3, 0.0], [-0.2, -0.2, -0.2], [-0.2, 0.0, 0.0], [-0.3, -0.1, -0.2], [0.4, 0.0, 0.3], [0.6, -0.6, 0.8], [0.2, -0.6, 0.2], [-0.3, 0.0, 0.2], [-0.2, 0.0, 0.3], [0.0, 0.0, 0.3], [0.0, 0.0, -0.1], [-0.2, -0.1, 0.0], [0.1, -0.2, 0.5], [0.2, -0.6, 0.1], [-0.2, -0.1, 0.4]],
  "gap_ev": 8.5,
  "total_charge": 1,
  "relative_energy_kj_mol": 74.71
}

***

6.
{
  "formula": "C11H17N2",
  "method": "wB97M-V/def2-TZVPD",
  "symbols": ["N", "N", "C", "C", "C", "C", "C", "C", "C", "C", "C", "C", "C", "H", "H", "H", "H", "H", "H", "H", "H", "H", "H", "H", "H", "H", "H", "H", "H", "H"],
  "xyz": [[0.022, 1.559, -1.206], [0.553, -2.059, -0.292], [-1.329, 0.208, 2.361], [-1.200, 0.953, -1.840], [1.876, -1.650, -0.182], [-0.100, -1.538, 0.765], [3.078, 0.174, 1.298], [0.672, -0.474, 1.330], [-1.602, 1.361, -3.233], [1.988, -0.587, 0.762], [-1.458, -1.793, 1.126], [0.047, 0.371, 2.181], [-2.043, -0.976, 1.968], [3.897, 0.454, 0.551], [0.488, 1.266, 2.745], [2.545, -1.999, -0.776], [0.910, 0.959, -1.298], [-1.911, -2.742, 0.856], [0.381, -3.087, -0.698], [-1.703, 1.104, 2.929], [3.595, -0.532, 2.104], [2.669, 1.116, 1.757], [-2.037, 1.073, -1.144], [0.124, 2.562, -1.434], [-0.227, 1.536, -0.271], [-1.296, 0.555, -4.032], [-0.901, -0.079, -1.817], [-3.070, -1.188, 2.410], [-2.658, 1.152, -3.372], [-1.312, 2.302, -3.549]],
  "forces_ev_per_angstrom": [[1.2, 0.3, -1.9], [3.7, -4.2, -1.6], [0.6, 1.6, 1.4], [-0.5, -1.0, -0.2], [-5.3, 2.0, 2.4], [-3.3, 1.7, 1.3], [2.7, 0.5, 0.5], [1.4, -2.9, -2.3], [0.0, -4.1, -1.7], [-2.4, -0.4, 1.0], [3.2, -3.0, -2.2], [-2.1, 3.0, 2.3], [-2.2, 3.4, 3.2], [-1.0, -0.5, 1.0], [-0.3, -1.5, -1.2], [4.3, -2.3, -3.7], [-1.5, 1.6, -0.3], [-0.1, 0.2, -0.4], [0.2, 3.1, 1.1], [-0.6, -1.7, -0.4], [-0.9, 1.6, -1.3], [0.7, -1.0, -0.1], [0.4, 0.3, 0.1], [0.5, -0.5, -0.2], [-0.1, 0.0, 2.8], [0.4, 1.7, 1.5], [-0.5, -0.7, -0.1], [1.4, 0.5, -0.8], [-0.4, 0.8, 0.5], [0.3, 1.9, -0.6]],
  "gap_ev": [9.2, 5.6],
  "multiplicity": 2,
  "total_charge": 2,
  "relative_energy_kj_mol": 266.32
}

***

7.
{
  "formula": "C11H17N5O5",
  "method": "wB97M-V/def2-TZVPD",
  "symbols": ["O", "O", "O", "O", "O", "N", "N", "N", "N", "N", "C", "C", "C", "C", "C", "C", "C", "C", "C", "C", "C", "H", "H", "H", "H", "H", "H", "H", "H", "H", "H", "H", "H", "H", "H", "H", "H", "H"],
  "xyz": [[-1.078, 3.606, -1.497], [1.139, 3.146, -2.785], [-1.242, 0.757, -2.287], [1.094, -1.633, 0.715], [-0.036, -3.150, 2.104], [-1.203, 1.421, 2.019], [-0.854, 0.332, -0.044], [0.581, -1.063, 4.313], [-0.687, 0.639, 4.187], [-0.059, -1.446, -3.251], [-0.152, -0.316, 3.497], [0.744, -4.175, 1.453], [-1.232, 1.582, 3.375], [0.875, -0.459, -2.656], [-0.369, -0.638, 2.126], [0.079, 0.903, -2.818], [0.223, -1.884, 1.534], [-0.814, 0.377, 1.342], [-1.311, 1.289, -1.020], [-0.368, 2.454, -1.008], [0.728, 2.030, -2.127], [1.627, 1.690, -1.498], [-0.014, 1.204, -3.877], [1.033, -0.538, -1.556], [1.984, 2.949, -3.168], [-2.351, 1.586, -0.961], [-0.846, 3.679, -2.417], [-0.026, 2.633, -0.034], [-0.157, -0.246, -0.423], [1.812, -0.664, -3.194], [0.534, -5.167, 1.801], [1.835, -3.999, 1.572], [0.241, -2.023, 4.311], [0.485, -0.607, 5.199], [-1.556, 2.490, 3.786], [-1.048, -1.193, -2.938], [0.383, -4.291, 0.437], [0.006, -1.273, -4.214]],
  "forces_ev_per_angstrom": [[0.4, -0.4, 0.9], [-0.4, 1.3, -1.3], [0.6, -0.9, -1.2], [-0.9, -1.9, 0.0], [0.5, 2.0, -1.2], [-2.0, 4.2, 1.4], [-0.8, -0.6, 1.5], [1.5, -3.0, 0.7], [-1.9, 4.6, -1.1], [-1.1, -0.3, 2.8], [-1.2, -1.6, -1.7], [0.5, -0.1, -0.4], [1.9, -3.3, -2.8], [-2.3, 0.3, -0.3], [0.7, -2.5, 1.7], [1.2, -0.5, -1.6], [1.8, 0.5, 0.9], [-0.5, 0.4, -0.5], [-0.2, 0.9, 0.8], [-0.8, 1.0, -3.0], [0.9, -0.3, 5.6], [-1.1, -0.1, -0.8], [-0.1, -0.5, 0.2], [0.2, -0.7, -0.9], [0.6, 0.1, -0.5], [-0.1, 0.1, 1.0], [0.1, 0.4, -0.6], [0.8, 0.5, 1.2], [0.7, -1.1, -0.2], [0.0, 1.0, 0.3], [-0.4, -0.2, 1.3], [-0.8, 0.1, -0.4], [0.7, -0.1, 0.2], [0.2, -0.4, 0.8], [-0.8, 1.0, 0.3], [1.9, -0.6, -0.7], [0.6, 0.6, -0.5], [-0.2, 0.0, -1.6]],
  "gap_ev": 9.2,
  "smiles": "COC(=O)c1c(N)ncnc1N[C@@H]1O[C@H](CN)[C@@H](O)[C@H]1O",
  "total_charge": 0,
  "relative_energy_kj_mol": 283.94
}